Entry 1:
{"formula": "C19H20F27O7PS", "method": "ωB97M-V with the def2-TZVPD basis set", "max_force_ev_per_a": 2.507, "elements": ["C", "P", "O", "O", "S", "O", "O", "C", "C", "C", "F", "F", "F", "H", "H", "H", "H", "H", "H", "H", "H", "C", "C", "C", "F", "F", "F", "F", "O", "C", "C", "F", "F", "F", "F", "H", "H", "H", "H", "C", "C", "C", "F", "F", "F", "F", "O", "C", "C", "F", "F", "F", "F", "H", "H", "H", "H", "C", "C", "C", "F", "F", "F", "F", "O", "C", "C", "F", "F", "F", "F", "H", "H", "H", "H"], "coordinates": [[3.738491, 1.576070, 4.235870], [4.838944, 2.982018, 3.754502], [4.446335, 3.248903, 2.160050], [4.270373, 4.277466, 4.694819], [2.954386, 5.085154, 4.081787], [2.767464, 6.158358, 4.983228], [1.691509, 4.009048, 4.283994], [1.006677, 3.906216, 3.020770], [0.383304, 2.547466, 2.832901], [-0.700889, 2.188353, 3.832282], [-0.781426, 2.956199, 4.854798], [-1.879924, 2.132291, 3.226092], [-0.500862, 0.953690, 4.257094], [4.203812, 1.099552, 5.087666], [3.688326, 0.873447, 3.405557], [2.735549, 1.885739, 4.513868], [4.060087, 2.430163, 1.827638], [1.768016, 4.000610, 2.245407], [0.327624, 4.739239, 2.869004], [1.135789, 1.770310, 2.822297], [-0.093573, 2.539643, 1.848043], [-2.252438, 1.198734, -1.252516], [-1.816784, 2.659817, -1.044801], [-2.672856, 3.495652, -0.091704], [-3.940705, 3.607373, -0.532128], [-2.158688, 4.748148, -0.012026], [-1.704776, 3.262307, -2.244055], [-0.557150, 2.619494, -0.513446], [-3.018448, 0.908301, -2.411363], [-4.384957, 1.092307, -2.377529], [-4.839059, 2.174657, -3.357011], [-4.252093, 3.352378, -3.074302], [-6.176106, 2.341469, -3.257719], [-4.804281, 1.328819, -1.125222], [-4.939216, -0.083567, -2.757758], [-1.333041, 0.633800, -1.399725], [-2.705423, 0.774216, -0.355635], [-2.678489, 3.061769, 0.913252], [-4.587911, 1.892985, -4.381975], [3.815687, -0.249985, -1.502173], [4.430102, 0.058514, -0.126970], [5.915128, 0.417936, -0.106440], [6.673803, -0.593950, -0.566792], [6.292949, 0.663464, 1.172707], [4.175937, -0.962317, 0.712919], [3.753997, 1.146462, 0.370562], [3.688481, -1.613077, -1.853343], [4.771959, -2.259950, -2.413691], [5.283623, -3.387005, -1.517301], [5.652674, -2.909425, -0.311972], [6.366086, -3.961601, -2.085499], [5.740747, -1.382436, -2.731528], [4.342321, -2.802186, -3.569587], [2.787795, 0.106546, -1.451331], [4.281103, 0.331642, -2.297437], [6.110678, 1.314594, -0.701991], [4.509361, -4.143656, -1.374471], [-5.149354, -3.764674, -1.601958], [-4.342909, -3.257833, -0.395001], [-2.945948, -2.716888, -0.690141], [-2.141637, -3.657530, -1.225771], [-2.353551, -2.303741, 0.460925], [-4.286489, -4.226380, 0.542683], [-5.053776, -2.230216, 0.149575], [-5.144136, -5.162063, -1.835626], [-4.104125, -5.711620, -2.552316], [-3.281430, -6.680192, -1.703671], [-2.766934, -6.056150, -0.626007], [-2.250586, -7.162097, -2.434719], [-3.342735, -4.750667, -3.108065], [-4.657265, -6.406744, -3.567228], [-6.189416, -3.538332, -1.374584], [-4.925756, -3.202639, -2.508508], [-2.993105, -1.861064, -1.371666], [-3.900872, -7.513335, -1.365588]], "forces_ev_per_a": [[-0.3095, 0.7594, -0.3552], [2.0037, -0.5625, 0.7248], [-0.5934, 0.1002, 0.8923], [-1.5732, -0.6676, -1.2224], [0.4647, -0.2948, -1.0866], [-0.3726, 0.9458, 1.2421], [0.5049, 0.1916, 0.1675], [0.7615, -0.1277, -0.4153], [-0.3451, 0.5760, -0.2477], [1.2107, -1.1581, -1.8405], [-0.3169, 1.6796, 1.8346], [-1.6602, 0.5344, -0.6622], [0.4353, -1.5873, 0.8586], [0.1566, -0.1693, 0.1476], [0.0828, -0.2112, -0.0317], [-0.0785, 0.0090, 0.0101], [-0.1669, 0.0903, -0.3186], [-0.0474, 0.0633, -0.2833], [-0.3842, 0.0124, 0.2966], [0.1597, -0.1232, 0.1891], [0.1664, 0.0076, 0.0811], [0.3503, -0.6747, 0.2341], [-0.1562, -0.2108, -0.6881], [-0.0012, 0.4041, 0.4054], [0.1820, 0.0290, 0.0515], [0.1237, -0.1292, -0.0475], [-0.0343, 0.1439, 0.0598], [-0.0681, -0.0426, 0.3054], [-0.2161, 0.6293, 0.0131], [0.4893, -0.5278, 0.5125], [-0.2022, 0.2666, -0.4246], [-0.0030, -0.1081, -0.0187], [-0.0018, -0.1486, 0.0806], [-0.3029, -0.0014, -0.1392], [-0.1584, 0.0340, -0.1879], [0.0893, 0.1348, -0.1061], [-0.1311, 0.2553, 0.0608], [0.0220, -0.0718, -0.0539], [0.0279, -0.1058, 0.0450], [-0.6110, 0.4225, -0.3646], [-0.2206, -0.7696, -0.1471], [0.4543, 0.3165, 0.2564], [-0.0701, 0.2076, 0.1510], [-0.1945, 0.0073, -0.0227], [0.0815, 0.1109, 0.1224], [0.0445, 0.1818, -0.1477], [0.5694, -0.1201, 0.4402], [-0.4417, 0.6099, -0.3834], [0.1282, -0.4574, 0.2431], [-0.0731, -0.0732, -0.0961], [-0.0397, 0.0792, -0.1314], [0.1226, -0.2756, -0.1219], [0.0696, -0.2520, 0.0020], [-0.0288, -0.0469, 0.1572], [0.2538, -0.0294, 0.1190], [-0.0781, -0.0154, -0.0122], [-0.0629, 0.0595, -0.0801], [-0.6664, 0.2794, -0.2810], [-0.2972, -0.6312, 0.1560], [0.5470, 0.3640, 0.0541], [-0.0864, 0.1890, 0.1102], [-0.2331, 0.0385, 0.0336], [0.1324, 0.0759, 0.0291], [0.1415, 0.2539, -0.1976], [0.6612, -0.0029, 0.3032], [-0.6341, 0.5490, -0.2871], [0.2327, -0.4011, 0.2301], [-0.0638, -0.0901, -0.0792], [-0.0737, 0.0539, -0.1214], [0.1501, -0.2865, -0.1439], [0.1278, -0.2466, -0.0083], [0.0084, -0.0426, 0.1767], [0.2607, 0.0136, 0.0701], [-0.1356, -0.0569, -0.0391], [-0.0825, 0.0410, -0.0726]], "lowdin_charge": [-0.231, 0.834, -0.326, -0.552, 0.886, -0.359, -0.337, -0.251, -0.036, -0.715, 0.221, 0.137, 0.153, 0.038, 0.035, 0.021, -0.003, 0.093, 0.133, 0.118, 0.114, -0.048, -0.436, -0.298, 0.101, 0.097, 0.140, 0.092, 0.041, -0.538, -0.283, 0.104, 0.106, 0.152, 0.136, 0.147, 0.145, 0.163, 0.178, -0.046, -0.425, -0.296, 0.102, 0.091, 0.139, 0.073, 0.051, -0.538, -0.282, 0.099, 0.105, 0.145, 0.154, 0.147, 0.149, 0.180, 0.178, -0.043, -0.441, -0.296, 0.095, 0.089, 0.136, 0.108, 0.051, -0.541, -0.282, 0.099, 0.101, 0.143, 0.150, 0.151, 0.144, 0.160, 0.177]}



Entry 2:
{"formula": "C34H67N5NbO7", "method": "ωB97M-V with the def2-TZVPD basis set", "total_charge": -1, "max_force_ev_per_a": 1.863, "elements": ["C", "C", "C", "C", "C", "Nb", "C", "C", "C", "C", "C", "C", "C", "C", "C", "O", "O", "C", "C", "C", "C", "N", "C", "C", "C", "C", "O", "H", "H", "H", "H", "H", "H", "H", "H", "H", "H", "H", "H", "H", "H", "H", "H", "H", "H", "H", "H", "H", "H", "H", "H", "H", "H", "H", "H", "H", "H", "H", "H", "H", "H", "H", "H", "H", "H", "H", "C", "O", "N", "C", "C", "H", "H", "H", "H", "H", "H", "H", "C", "O", "N", "C", "C", "H", "H", "H", "H", "H", "H", "H", "C", "O", "N", "C", "C", "H", "H", "H", "H", "H", "H", "H", "C", "O", "N", "C", "C", "H", "H", "H", "H", "H", "H", "H"], "coordinates": [[-0.405074, 5.424926, -0.522957], [-0.286946, 4.231758, -0.556221], [-0.111548, 2.791369, -0.599970], [1.363492, 2.364051, -0.663287], [2.048009, 2.296449, 0.715486], [2.079713, 0.271457, 1.730922], [-0.167411, -0.100825, 1.660623], [-1.061955, 0.793315, 2.510095], [-2.579346, 0.515185, 2.378923], [-3.022376, 0.232728, 1.025960], [-3.356214, -0.021664, -0.096198], [2.132054, 1.026628, 3.875031], [2.329716, 0.028353, 5.016693], [1.101867, -0.797179, 5.349636], [0.060819, -0.122560, 6.167382], [-0.012162, 1.038571, 6.449301], [-0.881844, -1.027373, 6.627123], [-2.152277, -0.899938, 5.981259], [-2.841900, -2.246928, 5.984897], [2.533305, -1.048803, -0.046651], [1.347980, -1.867591, -0.512599], [1.710805, -3.017917, -1.380996], [0.534365, -3.612022, -2.043461], [0.635299, -3.525855, -3.552902], [2.431216, -4.027524, -0.673481], [2.034466, -4.283587, 0.754805], [3.304319, -4.664951, -1.211780], [-0.535790, 6.475928, -0.506533], [-0.625485, 2.334128, 0.243448], [-0.610253, 2.439104, -1.504486], [1.873551, 3.102454, -1.288141], [1.423223, 1.425262, -1.218474], [3.080940, 2.645418, 0.628743], [1.548941, 3.009111, 1.387203], [2.220800, -1.369258, 2.602674], [3.924878, 0.366229, 1.885452], [-0.427018, -1.146748, 1.855529], [-0.436680, 0.065695, 0.607159], [-0.882659, 1.845879, 2.279011], [-0.813179, 0.699009, 3.568211], [-2.847129, -0.331877, 3.014860], [-3.140181, 1.373258, 2.760727], [-3.609276, -0.303232, -1.085870], [3.011368, 1.679484, 3.888999], [1.263341, 1.672376, 4.047896], [3.091140, -0.683469, 4.703325], [2.703795, 0.500606, 5.932937], [1.373402, -1.693550, 5.913579], [0.639003, -1.167840, 4.427204], [-2.744601, -0.142971, 6.497103], [-2.005328, -0.550880, 4.958720], [-2.097728, -3.038380, 5.943542], [-3.448343, -2.390504, 6.877599], [-3.496189, -2.338037, 5.118989], [2.923375, -0.416433, -0.851102], [3.355011, -1.718152, 0.217032], [0.765346, -2.215890, 0.341750], [0.678115, -1.249884, -1.113595], [0.432764, -4.663975, -1.755308], [-0.366632, -3.114043, -1.679839], [1.410216, -4.195282, -3.918595], [-0.311616, -3.823485, -4.011872], [0.855607, -2.506713, -3.862817], [0.999166, -4.029645, 0.959557], [2.194304, -5.330776, 0.999736], [2.631604, -3.667851, 1.429577], [-1.038285, -4.813575, 3.652708], [-0.555415, -4.026858, 2.868911], [-1.781635, -5.881934, 3.283924], [-2.343682, -6.801503, 4.244139], [-2.007252, -6.091291, 1.864521], [-0.910254, -4.726976, 4.746176], [-1.966370, -7.815152, 4.087594], [-3.434223, -6.825657, 4.175912], [-2.068631, -6.483156, 5.248325], [-1.060504, -6.217572, 1.337992], [-2.517709, -5.233583, 1.425001], [-2.616521, -6.983095, 1.732711], [6.011479, 3.547098, 0.283756], [5.801975, 2.694988, -0.549975], [5.573690, 4.823956, 0.184454], [5.825770, 5.807424, 1.209229], [4.800197, 5.186835, -0.988974], [6.554876, 3.345942, 1.223471], [4.891206, 6.183267, 1.632701], [6.391410, 6.655669, 0.813363], [6.404454, 5.349512, 2.009759], [3.901790, 4.572367, -1.061559], [5.383440, 5.033946, -1.898129], [4.514719, 6.234071, -0.912264], [-2.589581, 0.974982, -3.797793], [-1.496085, 1.445204, -3.546459], [-3.702674, 1.705235, -3.978560], [-4.975879, 1.108547, -4.314749], [-3.609750, 3.148261, -3.834208], [-2.757739, -0.111334, -3.912528], [-5.327563, 1.483587, -5.277811], [-5.723148, 1.329544, -3.548911], [-4.859084, 0.027763, -4.382722], [-2.901301, 3.560975, -4.550808], [-3.270075, 3.411723, -2.831759], [-4.590586, 3.580248, -4.016370], [-3.170614, 2.253606, -8.350777], [-3.975368, 2.483890, -7.464696], [-1.869353, 1.989208, -8.150113], [-0.960735, 1.711658, -9.239973], [-1.371260, 1.979416, -6.781222], [-3.455677, 2.239583, -9.417408], [-0.523698, 0.716343, -9.138392], [-0.149705, 2.442156, -9.266835], [-1.502050, 1.758843, -10.183567], [-1.909209, 1.239310, -6.196859], [-1.522012, 2.950953, -6.313452], [-0.311557, 1.740432, -6.779337]], "forces_ev_per_a": [[-0.0783, 0.1082, -0.0507], [0.0697, 0.1568, 0.2652], [0.0044, -0.3229, -0.4624], [0.1576, 0.2638, 0.1190], [-0.1540, 0.0511, 0.0680], [-0.7628, 1.4467, -0.8918], [-0.0752, -0.2406, 0.4141], [0.0295, 0.0348, -0.0899], [0.0707, 0.2246, 0.3499], [-0.0240, -0.0072, -0.1241], [-0.0196, -0.0831, -0.1067], [0.5404, -0.8758, -0.0442], [0.0664, 0.0354, -0.0221], [0.3592, -0.1506, 0.1202], [-0.0853, 0.2007, 0.0851], [-0.1009, 0.0607, -0.0352], [-0.1003, -0.2428, -0.1579], [0.0070, 0.1947, 0.1336], [-0.1631, -0.0045, 0.0662], [0.4095, -0.4812, 0.8085], [-0.1218, 0.0003, -0.3359], [-0.1192, 0.0669, 0.3230], [0.3263, -0.0818, 0.0106], [-0.3189, -0.0661, -0.0965], [0.1600, 0.2063, -0.0309], [-0.0259, -0.1071, 0.2630], [-0.1819, -0.2138, -0.1904], [0.0149, 0.1048, 0.0200], [0.0078, -0.0692, 0.0779], [-0.1287, -0.0802, -0.0128], [0.0315, -0.0438, -0.1652], [-0.0261, -0.1326, 0.0722], [0.1181, -0.0487, 0.0511], [0.0285, 0.0886, 0.0638], [0.1541, 0.0255, -0.0129], [0.0170, -0.4199, 0.2341], [0.0338, -0.0700, 0.0306], [0.1468, 0.0040, -0.1410], [-0.0210, 0.0853, -0.0399], [0.0187, 0.0041, 0.0697], [-0.0135, -0.1286, -0.0826], [-0.0477, -0.0051, 0.0499], [-0.0567, 0.0545, -0.1074], [-0.0165, 0.1734, -0.2449], [-0.1484, -0.0136, -0.0864], [0.1235, 0.0248, -0.0217], [-0.1314, 0.0995, 0.0875], [-0.0032, -0.0969, -0.0286], [-0.0763, -0.0251, -0.0468], [-0.0693, 0.0610, 0.0050], [0.1163, -0.0444, -0.0495], [0.0485, -0.0282, -0.0831], [0.0404, -0.0403, 0.1002], [-0.0572, -0.0250, -0.0457], [-0.0559, 0.1853, -0.0178], [0.0364, -0.0023, 0.0003], [-0.1344, 0.0016, 0.0312], [-0.0562, 0.0584, -0.0188], [-0.0392, -0.0576, 0.0217], [-0.0406, 0.1019, 0.0007], [0.1623, 0.0789, -0.0344], [-0.0343, -0.0353, -0.0482], [0.0937, 0.0564, -0.0120], [-0.0855, -0.0160, 0.0048], [0.1994, -0.0525, -0.0536], [0.0172, 0.0795, 0.0179], [0.0449, 0.0328, 0.0050], [-0.0452, 0.0706, 0.0308], [-0.0470, -0.0660, -0.0139], [0.0114, 0.0215, -0.0600], [0.0073, 0.0092, 0.0238], [0.0083, -0.0108, -0.0220], [0.0067, -0.0062, 0.0169], [-0.0058, 0.0042, 0.0184], [-0.0028, -0.0016, 0.0168], [0.0051, -0.0033, -0.0026], [-0.0035, 0.0043, -0.0035], [-0.0051, -0.0065, -0.0063], [-0.2108, -0.0963, 0.1562], [0.1494, 0.0050, -0.1603], [0.0636, 0.0664, -0.0444], [-0.0623, -0.0184, -0.0283], [-0.0372, -0.0306, 0.0311], [0.0443, 0.0119, -0.0352], [0.0003, -0.0089, 0.0175], [0.0138, -0.0024, 0.0088], [0.0021, 0.0034, 0.0160], [-0.0137, 0.0085, 0.0174], [0.0077, 0.0060, -0.0032], [-0.0108, 0.0048, -0.0032], [0.0619, -0.0041, 0.0748], [0.0351, -0.0545, -0.0243], [-0.0910, 0.0445, 0.0483], [0.0152, 0.0573, -0.0442], [0.0085, -0.0297, 0.0326], [0.0048, 0.0087, 0.0150], [0.0098, -0.0187, -0.0126], [0.0003, -0.0160, 0.0076], [-0.0073, -0.0125, -0.0008], [-0.0054, 0.0071, -0.0180], [0.0021, -0.0004, 0.0024], [-0.0057, 0.0085, -0.0043], [-0.1069, -0.0139, 0.0100], [0.0196, -0.0101, -0.0296], [0.1119, 0.0310, 0.0277], [-0.0129, 0.0158, 0.0479], [-0.0661, 0.0058, -0.1135], [-0.0018, 0.0057, 0.0077], [-0.0016, -0.0074, -0.0101], [0.0015, 0.0052, -0.0121], [0.0020, -0.0016, -0.0122], [0.0357, -0.0253, 0.0322], [0.0262, -0.0024, 0.0367], [0.0073, -0.0160, -0.0101]], "lowdin_charge": [0.087, -0.154, -0.226, -0.290, -0.343, 1.511, -0.346, -0.303, -0.218, -0.157, 0.105, -0.369, -0.324, -0.143, -0.490, 0.139, -0.055, -0.229, -0.059, -0.347, -0.313, -0.088, -0.247, -0.091, -0.499, -0.009, 0.080, 0.002, 0.082, 0.088, 0.086, 0.078, 0.003, 0.037, -0.065, -0.100, 0.033, 0.031, 0.088, 0.062, 0.093, 0.113, 0.006, 0.023, 0.035, 0.071, 0.099, 0.127, 0.104, 0.122, 0.090, 0.059, 0.070, 0.074, 0.043, 0.020, 0.064, 0.105, 0.115, 0.110, 0.069, 0.061, 0.071, 0.049, 0.082, 0.077, -0.345, 0.025, -0.198, -0.069, -0.041, 0.126, 0.086, 0.086, 0.081, 0.089, 0.093, 0.082, -0.360, 0.019, -0.201, -0.072, -0.040, 0.133, 0.089, 0.082, 0.079, 0.079, 0.089, 0.083, -0.387, 0.007, -0.183, -0.061, -0.028, 0.136, 0.078, 0.087, 0.082, 0.077, 0.094, 0.088, -0.354, 0.003, -0.191, -0.062, -0.024, 0.130, 0.090, 0.089, 0.079, 0.074, 0.089, 0.097]}



HOMO energy across the listed records, respectively: -8.90 -4.34 eV.
Kohn-Sham gap across the listed records, respectively: 0.3227 0.2346 Ha.
E_LUMO across the listed records, respectively: -0.11 2.05 eV.